1.
The following is a DFT calculation (ωB97M-V/def2-TZVPD) of 2 unconnected molecules or ions with the total composition C10H19INS.

```
! RIJCOSX wB97M-V def2-TZVPD def2/J DEFGRID3
* xyz 1 1
C -1.739 0.923 0.929
C -2.917 1.577 1.150
C 3.239 -1.588 0.661
C 3.491 -2.347 -0.586
C 2.763 -0.958 -0.563
C -3.579 1.995 2.503
C 4.906 -2.501 -1.191
C -3.842 1.993 0.057
C -4.778 0.722 -0.281
C -1.230 0.408 -0.311
N 3.429 0.214 -1.070
S 0.101 -0.640 -0.338
I -4.100 -1.045 -1.258
H -1.328 0.576 1.791
H 2.538 -1.976 1.393
H 4.053 -1.130 1.090
H 2.901 -3.193 -0.908
H -3.624 3.020 2.804
H -4.561 1.652 2.411
H -3.068 1.571 3.285
H 4.934 -2.042 -2.144
H 5.330 -3.473 -1.182
H 5.678 -1.970 -0.612
H -4.446 2.820 0.123
H -3.277 2.080 -0.851
H -5.547 1.173 -0.914
H -5.240 0.377 0.727
H -1.312 0.977 -1.344
H 4.492 -0.078 -1.224
H 3.479 0.918 -0.420
H 3.151 0.695 -2.052
H 0.104 -0.752 -1.675
*
```

Summary:
energy above the lowest of the compared OMol25 structures with the same formula, charge and spin	73.9	kcal/mol

***

2.
The following is a DFT calculation (ωB97M-V/def2-TZVPD) of 2 unconnected molecules or ions with the total composition C10H19N2.

```
! RIJCOSX wB97M-V def2-TZVPD def2/J DEFGRID3
* xyz 1 1
C 3.814 -0.877 -1.594
C -1.631 -0.878 -0.509
C -0.589 0.013 -0.655
C 2.624 0.611 -0.085
C -1.947 -1.751 -1.703
C -0.313 -1.901 1.641
C 0.373 2.420 -0.739
C -1.210 2.074 1.183
C 0.281 -0.442 1.813
C -0.334 1.376 0.213
N 3.404 -0.040 -0.756
N 0.366 0.201 0.431
H 4.108 -1.962 -1.308
H 3.815 -0.592 -2.602
H -2.323 -1.074 0.335
H -0.039 0.101 -1.650
H 2.830 1.252 0.753
H -1.362 -1.547 -2.618
H -2.047 -2.827 -1.398
H -3.026 -1.496 -1.820
H 0.227 -2.598 2.145
H -1.286 -1.930 2.091
H -0.375 -2.238 0.650
H 1.114 1.804 -1.102
H -0.228 2.728 -1.643
H 0.813 3.383 -0.433
H -1.986 1.542 1.840
H -0.428 2.582 1.822
H -1.767 2.867 0.644
H 1.269 -0.728 2.219
H -0.172 0.274 2.521
*
```

Summary:
energy above the lowest of the compared OMol25 structures with the same formula, charge and spin	205.9	kcal/mol

***

3.
The following is a DFT calculation (ωB97M-V/def2-TZVPD) of a single C10H19N3O5 molecule.

```
! RIJCOSX wB97M-V def2-TZVPD def2/J DEFGRID3
* xyz 0 1
N 3.777 -2.073 0.433
C 2.604 -2.389 -0.395
C 1.601 -1.278 -0.090
C 2.272 0.081 -0.492
C 1.186 0.975 -0.935
C 0.182 1.298 0.200
N -0.903 2.123 -0.183
C -2.109 1.729 -0.624
O -2.873 2.615 -1.031
C -2.663 0.389 -0.676
N -1.686 -0.636 -1.020
C -3.450 0.039 0.656
C -3.525 -1.447 1.015
O -4.547 -1.833 1.584
O -2.450 -2.157 0.747
C 1.038 2.210 1.247
O 0.988 3.451 1.247
O 1.631 1.395 2.250
H 4.731 -2.031 0.015
H 3.639 -1.147 0.641
H 2.729 -2.411 -1.478
H 2.114 -3.205 0.052
H 0.578 -1.210 -0.672
H 1.241 -1.324 0.959
H 2.873 0.566 0.266
H 3.085 -0.073 -1.259
H 0.691 0.520 -1.833
H 1.699 1.860 -1.320
H -0.087 0.463 0.793
H -0.596 3.065 -0.457
H -3.449 0.329 -1.372
H -0.807 -0.216 -1.279
H -2.184 -1.078 -1.829
H -4.472 0.398 0.438
H -3.057 0.540 1.583
H -1.946 -1.608 0.052
H 2.144 2.072 2.767
*
```

Summary:
energy above the lowest of the compared OMol25 structures with the same formula, charge and spin	75.8	kcal/mol
SMILES string	NCCCC[C@H](NC(=O)[C@@H](N)CC(=O)O)C(=O)O

***

4.
The following is a DFT calculation (ωB97M-V/def2-TZVPD) of a gas-phase ion, C10H19N4 (charge +1).

```
! RIJCOSX wB97M-V def2-TZVPD def2/J DEFGRID3
* xyz 1 1
C 0.086 -2.342 1.328
N 0.358 -1.185 0.557
C 1.662 -0.943 0.054
C 2.751 -1.649 -0.306
C 3.652 -0.636 -0.761
N 3.119 0.537 -0.663
N 1.915 0.359 -0.133
C 0.801 1.167 0.364
C 1.160 1.734 1.712
C 0.612 2.382 -0.568
C -0.303 0.062 0.514
N -1.445 0.195 -0.644
C -0.778 -0.391 -1.843
C -2.705 -0.392 -0.367
H -0.980 -2.379 1.720
H 0.262 -3.258 0.823
H 0.855 -2.348 2.138
H 2.932 -2.740 -0.525
H 4.722 -0.813 -0.998
H 2.228 1.823 1.721
H 1.007 1.015 2.567
H 0.756 2.710 1.819
H 1.472 3.135 -0.403
H -0.237 2.998 -0.300
H 0.607 2.094 -1.578
H -1.012 0.378 1.393
H -1.363 1.221 -0.576
H -0.926 -1.454 -1.926
H -1.310 -0.109 -2.776
H 0.221 -0.249 -2.035
H -2.667 -1.531 -0.264
H -3.238 0.164 0.347
H -3.227 -0.299 -1.278
*
```

Summary:
energy above the lowest of the compared OMol25 structures with the same formula, charge and spin	48.9	kcal/mol
SMILES string	CN1c2ccnn2C(C)(C)[C@H]1[NH+](C)C

***

5.
The following is a DFT calculation (ωB97M-V/def2-TZVPD) of a single C10H19N5O5 molecule.

```
! RIJCOSX wB97M-V def2-TZVPD def2/J DEFGRID3
* xyz 0 1
H 0.320 0.908 -2.617
N 0.747 1.712 -3.196
C 1.966 1.830 -3.508
N 2.492 2.698 -4.368
N 3.041 1.195 -2.960
C 2.943 -0.036 -2.094
C 2.152 0.361 -0.794
C 1.439 -0.799 -0.123
C 0.018 -1.012 -0.556
N -0.186 -0.830 -1.952
C -0.738 0.110 0.194
O -0.925 1.188 -0.370
N -1.161 0.177 1.562
C -1.354 -0.851 2.482
C -1.585 -0.350 3.868
C -2.908 0.516 4.094
O -2.936 1.277 4.993
O -3.876 0.293 3.106
C -2.506 -1.896 1.904
O -2.904 -1.737 0.802
O -3.062 -2.576 2.914
H 3.398 2.530 -4.797
H 1.859 3.130 -4.989
H 3.782 1.847 -2.667
H 2.285 -0.792 -2.620
H 3.953 -0.300 -1.919
H 2.916 0.691 -0.038
H 1.311 1.148 -0.974
H 1.934 -1.794 -0.170
H 1.416 -0.652 0.937
H -0.177 -2.000 -0.141
H 0.533 -1.410 -2.424
H -1.102 -1.124 -2.232
H -1.693 1.046 1.724
H -0.470 -1.443 2.334
H -1.569 -1.264 4.539
H -0.742 0.271 4.202
H -4.706 0.769 3.372
H -3.904 -2.831 2.483
*
```

Summary:
energy above the lowest of the compared OMol25 structures with the same formula, charge and spin	68.2	kcal/mol
SMILES string	[H]/N=C(/N)NCCC[C@H](N)C(=O)N[C@@H](CC(=O)O)C(=O)O

***

6.
The following is a DFT calculation (ωB97M-V/def2-TZVPD) of a single C10H19NO3Si molecule.

```
! RIJCOSX wB97M-V def2-TZVPD def2/J DEFGRID3
* xyz 0 1
C -3.459 -0.080 -2.485
Si -3.082 1.160 -1.209
C -1.894 0.650 0.257
C -1.679 -0.849 0.455
N -2.690 -1.670 0.984
C -4.035 -1.694 1.101
O -4.565 -2.664 1.548
C -0.339 -1.035 1.101
O -0.153 -1.963 1.820
O 0.589 -0.196 0.600
C 1.951 -0.060 1.077
C 1.954 0.340 2.538
C 2.673 0.839 0.088
C 3.018 0.127 -1.199
C 3.573 1.063 -2.267
H -4.128 -0.837 -2.476
H -3.737 0.562 -3.257
H -3.014 2.680 -1.487
H -2.163 1.141 1.241
H -0.852 0.959 0.013
H -1.631 -1.227 -0.509
H -2.371 -2.607 0.874
H -4.855 -0.955 1.042
H 2.471 -1.048 1.041
H 2.749 0.039 3.234
H 1.932 1.520 2.588
H 1.038 -0.023 3.075
H 3.604 1.132 0.666
H 2.057 1.812 -0.255
H 2.124 -0.283 -1.507
H 3.688 -0.701 -1.040
H 4.275 1.775 -1.900
H 2.819 1.592 -2.728
H 4.136 0.500 -3.023
*
```

Summary:
energy above the lowest of the compared OMol25 structures with the same formula, charge and spin	0.0	kcal/mol
SMILES string	C=[SiH]C[C@H](NC=O)C(=O)O[C@H](C)CCC

***

7.
The following is a DFT calculation (ωB97M-V/def2-TZVPD) of a molecular structure, C10H19NO8PTaTe.

```
! RIJCOSX wB97M-V def2-TZVPD def2/J DEFGRID3
* xyz 2 1
Ta 0.714 -0.338 0.734
O 1.576 -1.062 2.566
C 2.913 -1.688 2.582
C 2.998 -2.455 1.291
N 2.665 -1.560 0.145
C 2.261 -2.391 -1.019
C 0.788 -2.773 -0.909
O 0.232 -3.550 -1.592
O 0.159 -2.019 0.067
C 3.781 -0.633 -0.176
C 3.324 0.817 -0.154
O 3.931 1.743 -0.545
O 2.068 0.925 0.430
H 1.157 -1.056 3.437
H 3.639 -0.883 2.676
H 2.976 -2.347 3.445
H 3.996 -2.881 1.163
H 2.277 -3.273 1.306
H 2.378 -1.815 -1.939
H 2.862 -3.297 -1.110
H 4.587 -0.727 0.553
H 4.216 -0.852 -1.150
C -1.108 3.892 -1.743
C -2.350 3.448 -1.022
O -1.972 2.680 0.207
P -1.839 1.155 0.312
O -0.538 0.621 -0.401
Te -1.251 0.574 2.556
O -2.988 0.395 -0.373
C -4.418 0.492 0.041
C -5.222 -0.330 -0.924
H -1.404 4.511 -2.591
H -0.541 3.044 -2.127
H -0.473 4.491 -1.092
H -2.989 2.808 -1.629
H -2.929 4.276 -0.626
H -4.689 1.547 0.024
H -4.473 0.110 1.060
H -5.136 0.056 -1.938
H -6.270 -0.285 -0.628
H -4.904 -1.371 -0.906
*
```

Summary:
energy	-1715.17284	Ha

***

8.
The following is a DFT calculation (ωB97M-V/def2-TZVPD) of a single C10H19NOS molecule.

```
! RIJCOSX wB97M-V def2-TZVPD def2/J DEFGRID3
* xyz 0 1
C 1.841 -2.746 -0.545
C 1.667 -1.510 -0.040
C 1.920 -0.345 -0.642
C 1.886 0.972 0.147
C 2.628 2.126 -0.686
C 2.394 1.081 1.657
C -2.136 0.410 -1.577
C -2.020 -1.464 0.035
C -3.621 0.404 0.607
C -2.264 -0.008 -0.122
N 0.394 1.013 -0.117
O -0.816 0.309 2.077
S -0.816 1.100 0.845
H 1.680 -3.632 0.033
H 2.250 -2.864 -1.576
H 1.226 -1.575 0.932
H 2.177 -0.376 -1.663
H 2.304 2.191 -1.755
H 3.650 1.824 -0.607
H 2.414 3.084 -0.028
H 2.020 2.068 2.097
H 3.430 0.810 1.688
H 1.999 0.171 2.184
H -2.702 -0.392 -2.021
H -2.505 1.424 -1.776
H -1.133 0.280 -1.915
H -2.732 -2.082 -0.618
H -2.430 -1.706 1.077
H -0.941 -1.817 -0.072
H -3.685 -0.045 1.547
H -3.722 1.484 0.761
H -4.358 -0.189 0.072
*
```

Summary:
energy above the lowest of the compared OMol25 structures with the same formula, charge and spin	141.5	kcal/mol

***

M, record by record: 312.240; 167.276; 261.278; 195.290; 289.292; 229.352; 620.783; 201.335 g/mol